Record 1
DFT (wB97M-V/def2-TZVPD) results for a molecular structure, C22H16ClN2O5V.

Last column: natural (NBO) charge in e.
Geometry (Å):
V1 1.484047 1.828403 0.230332  1.543
C1 5.400468 2.272072 3.166376  -0.250
O1 4.873873 0.981648 2.813122  -0.505
C2 3.678317 0.693404 3.385097  0.240
C3 3.590578 -0.048480 4.552275  -0.166
C4 2.357757 -0.368385 5.119545  -0.200
C5 1.191089 0.050983 4.520602  -0.142
C6 1.242775 0.772063 3.318598  -0.207
C7 0.038571 1.267632 2.716840  0.214
N1 -0.019411 1.774540 1.529695  -0.273
N2 -1.184621 2.391531 1.112913  -0.328
C8 -0.936097 3.075009 0.049223  0.559
O2 0.331579 3.028551 -0.429597  -0.620
C9 -1.908837 3.904262 -0.644872  -0.104
C10 -3.214576 3.988733 -0.155503  -0.168
C11 -4.133383 4.789898 -0.805036  -0.203
C12 -3.755475 5.506147 -1.935630  -0.149
C13 -2.458093 5.422444 -2.421707  -0.206
C14 -1.530287 4.621599 -1.778939  -0.177
C15 2.494885 1.088306 2.767332  0.342
O3 2.526174 1.833135 1.631902  -0.569
H1 6.393766 2.323963 2.732813  0.217
H2 5.466185 2.372299 4.250639  0.189
H3 4.775510 3.069645 2.759710  0.175
H4 4.514177 -0.370513 5.016232  0.252
H5 2.322564 -0.939215 6.036387  0.246
H6 0.229728 -0.176148 4.962534  0.236
H7 -0.887284 1.269971 3.285220  0.245
H8 -3.493646 3.433203 0.729082  0.236
H9 -5.144555 4.863522 -0.429533  0.235
H10 -4.477217 6.136258 -2.437902  0.234
H11 -2.169109 5.984834 -3.298648  0.234
H12 -0.516988 4.556630 -2.150401  0.227
Cl1 -1.855715 -9.188951 -5.418003  0.165
C16 -1.629405 -7.717763 -4.610742  0.076
C17 -2.627381 -7.259414 -3.739241  -0.235
C18 -2.457353 -6.070812 -3.081995  -0.068
C19 -1.266567 -5.340773 -3.308206  -0.356
C20 -0.257850 -5.801779 -4.186436  -0.068
C21 -0.450193 -6.993225 -4.832628  -0.235
C22 -1.087345 -4.139155 -2.658275  0.934
O4 -0.943537 -3.156684 -2.129545  -0.268
O5 1.290244 0.422585 -0.376785  -0.357
H13 -3.522382 -7.847472 -3.594738  0.271
H14 -3.215029 -5.697822 -2.406398  0.257
H15 0.644167 -5.226339 -4.344031  0.256
H16 0.295905 -7.380353 -5.511690  0.271

Force components x, y, z for each atom (eV/Å):
0.026 0.264 0.075
0.016 -0.012 0.018
-0.016 0.009 -0.010
0.003 -0.004 -0.032
-0.007 0.022 0.020
0.009 0.003 -0.002
-0.004 0.005 0.000
-0.004 0.004 0.002
0.009 0.001 -0.008
-0.026 -0.006 0.003
-0.003 0.002 0.006
0.031 0.025 0.001
0.015 -0.044 -0.013
-0.016 -0.014 0.001
-0.004 -0.002 -0.001
0.003 0.001 -0.001
-0.002 -0.001 0.001
0.003 0.002 -0.003
-0.001 0.000 -0.002
0.001 -0.018 0.008
0.008 -0.071 -0.033
-0.004 0.004 -0.011
0.011 -0.002 -0.002
-0.006 -0.001 0.009
0.000 -0.002 0.000
0.001 0.001 -0.001
0.001 -0.002 -0.001
0.000 0.000 0.000
0.001 0.000 0.000
-0.001 0.001 0.000
-0.001 0.000 0.000
-0.001 0.001 0.000
0.000 0.001 0.000
0.001 -0.009 -0.006
-0.008 0.005 0.012
0.000 -0.007 -0.007
0.008 0.007 0.001
-0.005 -0.009 -0.009
0.005 -0.002 -0.001
-0.002 0.001 0.001
-0.015 0.015 -0.005
-0.003 -0.086 -0.038
-0.018 -0.085 0.030
0.000 0.000 0.000
-0.001 0.001 0.000
-0.002 0.003 0.002
0.000 0.000 -0.001

Total charge: +2
ΔE to the lowest compared entry with this formula, charge and spin (kJ/mol): 0.0

Record 2
DFT (wB97M-V/def2-TZVPD) results for 3 unconnected molecules or ions with the total composition C19H43N2O12P3.

Last column: Mulliken charge in e.
Geometry (Å):
C1 -6.235820 -4.190632 -0.571967  -0.906
C2 -5.854230 -2.969826 -0.895552  -0.616
C3 -6.791132 -1.804435 -1.061527  -0.858
C4 -7.779939 -1.907988 -2.279204  0.400
C5 -9.230731 -2.287749 -1.842634  -0.978
O1 -10.110337 -1.194128 -1.983291  -0.154
O2 -11.099140 -1.224093 -0.949778  -0.379
N1 -7.819434 -0.532118 -2.810641  -0.309
C6 -7.258018 0.367076 -1.856826  -0.343
O3 -7.631679 1.474877 -1.620062  -0.465
C7 -6.103879 -0.440417 -1.216552  1.509
N2 -4.929381 -0.390557 -2.100494  -0.679
P1 -5.508065 0.149038 0.438838  0.467
O4 -5.741270 1.582849 0.725959  -0.641
H1 -7.228395 -4.424767 -0.206341  0.264
H2 -5.533201 -5.007926 -0.663490  0.284
H3 -4.799439 -2.795017 -1.083211  0.253
H4 -7.457303 -1.700980 -0.198594  0.701
H5 -7.442280 -2.537545 -3.099744  0.610
H6 -9.571199 -3.128234 -2.457468  0.320
H7 -9.205504 -2.643758 -0.807784  0.353
H8 -10.607231 -1.355261 -0.125795  0.336
H9 -7.471679 -0.407203 -3.747688  0.338
H10 -5.048847 0.293094 -2.835498  0.272
H11 -4.727281 -1.290939 -2.514540  0.236
H12 -4.141495 -0.182405 0.491035  -0.041
H13 -6.169841 -0.670665 1.383837  0.027
C8 1.082492 2.853180 6.073903  -0.938
C9 1.993979 2.243725 5.025570  -0.298
O5 1.356086 1.200402 4.281800  -0.375
P2 0.179884 1.565027 3.266384  1.028
O6 0.575042 2.592305 2.298047  -0.744
O7 0.083034 0.153009 2.506948  -0.365
C10 0.301841 0.052059 1.100604  -0.361
C11 1.750199 -0.257442 0.787088  -0.949
O8 -1.118444 1.362719 4.152744  -0.297
C12 -2.174776 2.352702 4.207352  -0.153
C13 -2.663324 2.763276 2.834745  -1.093
H14 0.303112 3.460654 5.607539  0.169
H15 1.649822 3.502178 6.741126  0.415
H16 0.595092 2.074033 6.659831  0.276
H17 2.361983 3.011918 4.341223  0.281
H18 2.858544 1.784876 5.503044  0.316
H19 -0.021884 0.961270 0.593643  0.343
H20 -0.338999 -0.758146 0.748249  0.315
H21 2.419519 0.435597 1.297738  0.209
H22 1.934602 -0.200745 -0.286835  0.400
H23 2.006565 -1.262441 1.126950  0.299
H24 -1.832676 3.221385 4.774710  0.228
H25 -2.981208 1.894951 4.776515  0.306
H26 -1.885719 3.288582 2.278355  0.357
H27 -3.522563 3.427852 2.917119  0.416
H28 -2.954130 1.889444 2.251013  0.208
C14 5.776931 0.519038 0.701030  -0.946
C15 6.200228 -0.880046 0.297195  -0.364
O9 6.178954 -1.072505 -1.122156  -0.321
P3 7.246777 -0.319115 -2.033906  0.976
O10 8.627847 -0.552782 -1.600852  -0.737
O11 6.993110 -1.120538 -3.400616  -0.379
C16 8.036495 -1.861284 -4.033505  -0.280
C17 8.041865 -3.306859 -3.581644  -1.042
O12 6.468154 0.994245 -2.469439  -0.283
C18 7.062573 2.307643 -2.368547  -0.115
C19 8.422161 2.391109 -3.032522  -1.154
H29 6.548123 1.248691 0.441186  0.255
H30 5.619491 0.575323 1.778239  0.408
H31 4.857963 0.805653 0.189697  0.250
H32 7.195269 -1.109166 0.685709  0.276
H33 5.508884 -1.613772 0.708914  0.334
H34 9.004203 -1.392316 -3.854887  0.315
H35 7.842735 -1.804309 -5.105682  0.332
H36 8.041238 -3.376018 -2.493855  0.282
H37 8.920276 -3.825806 -3.967743  0.360
H38 7.150999 -3.822257 -3.943376  0.277
H39 7.125514 2.600075 -1.317886  0.235
H40 6.363043 2.987287 -2.850825  0.297
H41 9.153691 1.768740 -2.515412  0.348
H42 8.786304 3.418489 -3.019240  0.401
H43 8.365852 2.047819 -4.066273  0.278

Force components x, y, z for each atom (eV/Å):
0.136 -0.363 0.137
-0.208 0.292 -0.115
-0.043 -0.041 -0.194
-0.082 1.549 -0.515
0.367 -1.009 -0.364
0.310 0.371 0.596
-0.373 -0.430 -0.230
-0.060 0.053 0.214
-0.016 -0.165 -0.058
0.329 -0.258 -0.388
0.221 -0.010 0.921
-0.271 -0.250 -0.057
-0.569 1.343 0.190
0.195 -0.073 0.036
-0.135 -0.023 -0.308
0.019 -0.049 0.377
-0.022 -0.035 -0.311
0.248 -0.174 0.189
0.105 -0.414 0.364
-0.132 0.017 0.067
-0.129 0.085 0.021
0.202 0.248 -0.043
-0.255 0.095 -0.106
0.121 0.030 -0.012
-0.012 0.049 -0.127
-0.111 -0.517 -0.132
0.208 -0.316 -0.118
-0.155 0.000 -0.119
0.177 0.206 0.215
-0.202 0.370 0.216
1.532 -3.295 -1.007
-1.011 1.226 0.738
-0.235 0.086 0.118
0.108 -0.029 -0.289
0.141 -0.156 0.125
-0.246 1.607 -0.043
-0.251 0.206 -0.057
0.159 0.001 -0.178
0.014 0.009 0.017
0.029 -0.013 -0.009
0.059 -0.007 0.040
-0.046 -0.046 -0.065
-0.037 -0.118 -0.053
0.060 0.097 0.123
-0.017 -0.020 0.100
-0.079 0.134 -0.074
-0.015 0.008 0.001
-0.008 -0.004 -0.012
0.092 -0.041 -0.005
0.107 -0.160 0.029
-0.004 -0.002 0.057
-0.059 -0.071 0.048
-0.122 0.005 0.043
0.094 0.097 -0.166
-0.067 0.012 0.366
0.065 0.410 0.275
-1.273 -3.058 -1.855
0.200 1.658 0.612
-0.031 0.276 -0.008
0.182 -0.227 -0.119
-0.176 -0.071 0.031
1.050 0.851 0.889
0.143 0.259 -0.016
0.119 -0.183 -0.001
-0.008 0.000 0.031
-0.006 -0.037 0.003
-0.042 -0.034 0.054
0.029 -0.011 -0.099
-0.034 -0.038 -0.131
-0.039 0.034 0.159
-0.082 0.047 0.024
0.130 0.066 0.006
0.005 0.015 -0.004
0.002 0.003 0.001
-0.014 -0.074 0.015
-0.119 -0.136 -0.024
-0.041 0.024 0.015
-0.076 0.035 -0.021
-0.043 0.084 -0.030

SMILES: C=C[C@@H]1[C@@H](COO)NC(=O)[C@@]1(N)[PH2]=O.CCOP(=O)(OCC)OCC.CCOP(=O)(OCC)OCC

| no. | largest force on an atom (eV Å⁻¹) | electronic energy (eV) |
| --- | --- | --- |
| 1 | 0.276 | -74485.3492 |
| 2 | 3.796 | -75817.3478 |